{"formula": "C35H71N4O17S4", "method": "ωB97M-V/def2-TZVPD", "total_charge": 1, "lumo_energy_ha": -0.1381, "spin_multiplicity": 1, "elements": ["C", "C", "C", "C", "O", "N", "C", "N", "C", "O", "C", "C", "C", "C", "C", "C", "C", "C", "N", "C", "C", "C", "O", "C", "C", "C", "O", "C", "C", "O", "C", "N", "H", "H", "H", "H", "H", "H", "H", "H", "H", "H", "H", "H", "H", "H", "H", "H", "H", "H", "H", "H", "H", "H", "H", "H", "H", "H", "H", "H", "H", "H", "H", "H", "H", "H", "H", "H", "H", "H", "H", "O", "S", "O", "O", "C", "C", "C", "H", "H", "H", "H", "H", "H", "H", "H", "O", "S", "O", "O", "C", "C", "C", "H", "H", "H", "H", "H", "H", "H", "H", "O", "S", "O", "O", "C", "C", "C", "H", "H", "H", "H", "H", "H", "H", "H", "O", "S", "O", "O", "C", "C", "C", "H", "H", "H", "H", "H", "H", "H", "H"], "xyz": [[6.59780, -1.41191, 2.87179], [5.35952, -1.21123, 1.87244], [4.07136, -1.83173, 2.56371], [2.72763, -1.17213, 2.08902], [1.66227, -1.25215, 3.11617], [0.47741, -1.26008, 2.45352], [-0.13510, -0.11819, 2.17868], [0.52697, 1.07225, 2.63672], [0.17494, 1.36428, 3.80781], [-0.27506, 1.36564, 4.87899], [-1.48090, -0.27868, 1.36496], [-1.37255, 0.96665, 0.34560], [-1.82126, 2.34619, 0.98429], [-3.34728, 2.70430, 0.76851], [-2.85291, -0.31105, 2.13636], [-4.00943, -0.58837, 1.05692], [-4.59731, -2.06163, 1.13069], [-6.18034, -1.99814, 1.32568], [-6.43325, -1.95583, 2.78963], [-6.44275, -3.34648, 3.34030], [-7.67302, -1.23270, 3.08602], [-7.59176, -0.18527, 4.26879], [-8.67416, -1.41806, 2.42561], [-1.12776, -1.71548, 0.74888], [-0.32748, -2.38978, 1.94247], [0.38775, -3.67331, 1.34993], [-0.62053, -4.49182, 0.76339], [-0.93184, -5.64550, 1.56578], [-2.02006, -6.50964, 0.79203], [-1.20019, -2.87056, 2.99494], [-0.50701, -3.31781, 4.06852], [0.26964, -3.63270, 4.86751], [7.20332, -0.47022, 2.99195], [6.27460, -1.71415, 3.90463], [7.30846, -2.20636, 2.51804], [5.64732, -1.73915, 0.92651], [5.27298, -0.11066, 1.67046], [4.03819, -2.91170, 2.23145], [4.16162, -1.74072, 3.67521], [2.85316, -0.07508, 1.85608], [2.40421, -1.68375, 1.14334], [-1.92460, 0.76057, -0.60671], [-0.26667, 1.06871, 0.12812], [-1.20285, 3.17655, 0.55572], [-1.65043, 2.36040, 2.10299], [-3.60383, 2.65591, -0.32134], [-3.47336, 3.77655, 1.10721], [-4.05531, 2.10435, 1.39377], [-2.94669, -1.13257, 2.89098], [-3.09219, 0.64665, 2.67957], [-3.67277, -0.41115, 0.00408], [-4.85568, 0.11919, 1.25685], [-4.09828, -2.73032, 1.87839], [-4.45089, -2.52866, 0.10735], [-6.67950, -2.87190, 0.80927], [-6.56716, -1.07696, 0.79946], [-5.54645, -3.43743, 4.02577], [-7.39749, -3.53976, 3.90285], [-6.27243, -4.12016, 2.53618], [-7.44451, 0.84753, 3.85400], [-6.66249, -0.42633, 4.85757], [-8.53250, -0.30385, 4.86152], [-1.99599, -2.36505, 0.45430], [-0.47317, -1.60158, -0.16478], [1.06574, -4.21018, 2.06467], [1.04436, -3.32565, 0.49440], [-0.02984, -6.25754, 1.85620], [-1.42892, -5.36742, 2.54688], [-2.77261, -5.76901, 0.39286], [-2.56384, -7.09867, 1.58644], [-1.57678, -7.15658, -0.00360], [-1.12547, 1.34409, -3.33600], [-1.45002, 2.63369, -3.88552], [-2.69219, 3.28558, -3.59195], [-1.24480, 2.59016, -5.47354], [-1.93161, 1.57654, -6.22435], [-3.40065, 1.90497, -6.40515], [-0.13107, 3.75340, -3.52566], [-1.79856, 0.59795, -5.75549], [-1.44943, 1.53276, -7.20189], [-3.93176, 1.86967, -5.45185], [-3.87387, 1.19094, -7.08096], [-3.52578, 2.91097, -6.80718], [0.81405, 3.28117, -3.78564], [-0.16201, 3.97170, -2.45867], [-0.28105, 4.66733, -4.09716], [-4.46355, 4.15714, -8.70234], [-4.79934, 5.43894, -9.25644], [-6.05002, 6.07536, -8.97108], [-4.59140, 5.38771, -10.84746], [-5.26463, 4.36246, -11.58959], [-6.73763, 4.67353, -11.77272], [-3.49531, 6.57682, -8.90131], [-5.12143, 3.38888, -11.11357], [-4.78166, 4.31716, -12.56681], [-7.26863, 4.63973, -10.81986], [-7.20235, 3.94892, -12.44352], [-6.87241, 5.67638, -12.18228], [-2.54394, 6.11471, -9.15680], [-3.53190, 6.80023, -7.83584], [-3.65547, 7.48560, -9.47838], [2.42339, 4.85052, 0.44227], [3.65823, 5.16163, 1.10699], [4.84490, 4.39129, 0.88160], [3.38610, 5.24297, 2.69081], [2.77039, 4.12083, 3.32380], [3.75436, 2.98238, 3.52536], [4.03440, 6.86877, 0.85742], [1.89471, 3.79233, 2.75483], [2.41324, 4.46274, 4.29683], [4.06502, 2.55816, 2.56836], [3.30446, 2.18204, 4.11827], [4.65562, 3.33475, 4.02960], [3.14691, 7.46088, 1.07095], [4.32960, 6.99390, -0.18351], [4.85674, 7.14675, 1.51403], [8.49579, -6.19377, 4.49102], [9.44590, -5.11932, 4.50913], [9.17813, -3.86926, 3.85781], [10.86774, -5.67207, 4.00973], [10.93342, -6.33678, 2.74161], [10.88870, -5.35464, 1.58676], [9.91287, -4.79417, 6.18147], [10.13841, -7.08233, 2.65891], [11.88233, -6.87446, 2.72060], [9.91664, -4.86192, 1.52648], [11.06613, -5.86739, 0.63986], [11.63981, -4.57293, 1.71533], [10.15898, -5.73543, 6.66835], [9.06447, -4.32411, 6.67700], [10.76642, -4.11877, 6.18297]], "forces_ev_per_a": [[0.326, 0.042, -0.027], [0.854, -0.107, 1.138], [-0.313, 0.014, -0.819], [1.445, 0.459, -0.925], [0.314, -1.145, -0.679], [-1.498, 1.896, -1.092], [0.102, 0.178, 1.388], [-1.453, -0.458, 0.882], [-0.927, -2.173, -0.262], [1.088, 1.146, -1.181], [1.208, 0.544, -0.469], [0.448, 0.059, 0.604], [-0.820, -0.203, 0.263], [0.559, 0.832, 0.136], [-0.826, 0.020, -0.313], [-0.016, -0.445, 0.720], [-0.880, 0.228, -1.515], [0.844, -0.191, -0.412], [-0.780, 0.094, -0.849], [0.874, -0.040, 0.790], [-0.440, 0.301, -0.024], [0.586, -1.217, -0.565], [0.994, 0.471, 0.796], [-0.516, 0.394, 0.951], [0.524, -2.057, -1.862], [0.995, 0.770, -0.955], [0.918, -0.073, 1.268], [-1.463, -1.313, 0.486], [0.273, 0.959, 1.013], [0.570, -0.128, 1.656], [0.096, 0.686, -1.589], [-0.910, 0.103, -0.340], [-0.662, -0.886, -0.243], [0.192, 0.291, -0.994], [-0.741, 0.718, 0.312], [-0.691, 0.580, 0.704], [-0.238, -1.015, 0.099], [-0.016, 0.996, 0.911], [-0.144, -0.177, -0.970], [-0.066, -1.059, 0.311], [-0.017, 0.463, 0.965], [0.579, 0.158, 0.808], [-1.182, -0.201, -0.254], [-0.472, -0.821, 0.298], [0.013, -0.064, -1.225], [0.051, -0.058, 0.993], [0.020, -1.113, -0.474], [0.705, 0.366, -0.750], [0.513, 0.715, -0.628], [0.614, -0.872, -0.643], [-0.174, 0.069, 0.998], [0.858, -0.579, -0.169], [-0.514, 0.687, -0.479], [0.037, 0.316, 1.126], [0.444, 0.773, 0.667], [0.382, -0.896, 0.754], [-1.154, -0.109, -0.433], [1.027, -0.044, -0.581], [-0.556, 0.877, 0.719], [-0.456, -0.964, 0.303], [-1.119, 0.241, -0.355], [0.896, 0.476, -0.438], [0.752, 0.845, 0.495], [-0.422, -0.193, 1.186], [-0.853, 0.427, -0.313], [-0.638, -0.287, 0.929], [-0.627, 0.721, -0.647], [0.631, 0.094, -1.048], [0.808, -0.917, 0.108], [0.662, 0.269, -1.057], [-0.540, 0.612, 0.679], [-0.436, 0.095, 0.103], [0.534, 0.525, -0.796], [0.092, -0.462, 0.275], [0.279, 0.169, 0.734], [-0.707, -0.622, -0.530], [-0.131, 0.171, 0.327], [0.068, -0.017, -0.069], [0.114, 0.146, 0.141], [0.225, 0.220, 0.204], [0.031, -0.050, -0.051], [0.110, 0.035, -0.039], [0.012, -0.131, -0.104], [-0.067, 0.005, -0.009], [-0.074, -0.063, -0.038], [-0.038, -0.069, 0.020], [-0.356, 0.118, -0.063], [0.386, 0.444, -0.537], [0.125, -0.401, 0.143], [0.283, 0.184, 0.593], [-0.605, -0.545, -0.471], [-0.180, 0.102, 0.265], [0.089, 0.013, -0.096], [0.073, 0.140, 0.134], [0.216, 0.207, 0.197], [0.030, -0.022, -0.062], [0.107, 0.015, -0.022], [0.047, -0.087, -0.058], [-0.069, 0.000, -0.016], [-0.107, -0.086, -0.041], [-0.034, -0.069, 0.018], [0.243, -0.349, 0.112], [0.174, 0.690, 0.328], [-0.425, -0.146, -0.123], [-0.006, 0.282, -0.452], [-0.134, -0.731, 0.408], [0.140, -0.145, -0.272], [-0.046, 0.054, 0.124], [0.083, 0.137, -0.155], [0.097, 0.307, -0.161], [-0.024, 0.026, 0.044], [-0.023, 0.080, 0.073], [-0.111, -0.019, 0.055], [0.030, -0.063, 0.009], [-0.027, -0.137, 0.033], [-0.038, -0.064, -0.027], [-0.020, 0.334, -0.327], [0.750, -0.169, 0.392], [-0.288, -0.283, -0.046], [-0.375, 0.214, 0.509], [0.033, -0.259, -0.885], [-0.218, 0.246, -0.003], [0.122, -0.019, 0.015], [-0.037, 0.107, 0.173], [-0.039, 0.104, 0.338], [0.048, -0.052, -0.007], [0.052, -0.050, 0.086], [0.026, -0.110, -0.021], [-0.013, 0.030, -0.069], [-0.023, -0.035, -0.128], [-0.050, -0.035, -0.043]]}